A structure of composition C24H18AuBrClIP, computed with ωB97M-V/def2-TZVPD.

XYZ file:
```
47
Properties=species:S:1:pos:R:3:forces:R:3:lowdin_charge:R:1
Au 0.01804 1.46363 0.53759 0.2 0.1 0.1 0.319
Cl -0.32846 -1.23173 -0.91984 -0.1 0.0 0.0 0.648
C -1.89337 -0.89343 -1.61648 0.0 0.1 0.1 -0.630
C -2.31948 -1.76584 -2.60612 0.0 0.0 0.0 -0.100
C -3.56020 -1.58643 -3.19224 -0.1 0.0 -0.1 -0.050
C -4.37627 -0.53702 -2.79294 0.0 0.0 0.0 -0.054
C -3.93739 0.33620 -1.81229 0.0 0.0 0.0 -0.099
C -2.68935 0.18061 -1.19948 0.1 0.0 -0.1 -0.377
P -2.22357 1.38748 0.07962 0.0 -0.2 0.0 0.909
C -3.06870 0.90308 1.61052 0.1 0.0 0.1 -0.364
C -2.59976 1.43284 2.81822 -0.1 0.0 0.0 -0.120
C -3.23067 1.11436 4.01313 0.0 0.0 -0.1 -0.064
C -4.32138 0.25167 4.01413 0.0 0.0 0.0 -0.061
C -4.77788 -0.28988 2.82106 0.0 0.0 0.0 -0.059
C -4.15710 0.03419 1.62069 0.0 0.0 0.0 -0.062
C -2.94256 2.95794 -0.46368 0.0 0.0 0.0 -0.374
C -3.57192 3.79627 0.45159 -0.1 0.0 0.0 -0.073
C -4.05051 5.03542 0.04168 0.0 0.0 0.0 -0.062
C -3.89796 5.43902 -1.27666 0.0 0.0 0.0 -0.063
C -3.26351 4.60506 -2.19111 0.0 -0.1 0.0 -0.062
C -2.78319 3.36863 -1.78755 0.1 0.1 0.0 -0.096
H -1.67565 -2.58203 -2.90775 0.0 0.0 0.0 0.111
H -3.88750 -2.27015 -3.96726 0.0 0.1 0.1 0.119
H -5.34938 -0.39542 -3.24760 0.1 0.0 0.0 0.116
H -4.56807 1.16776 -1.51913 0.0 0.0 0.0 0.118
H -1.73974 2.09795 2.82277 0.0 0.0 0.0 0.077
H -2.86710 1.53374 4.94273 0.0 0.0 0.0 0.108
H -4.81048 -0.00614 4.94796 0.1 0.0 -0.1 0.114
H -5.61955 -0.96972 2.82199 0.0 0.0 0.0 0.113
H -4.52208 -0.40054 0.69910 0.0 0.0 0.0 0.102
H -3.70771 3.48251 1.48037 0.0 0.0 -0.1 0.101
H -4.54868 5.68166 0.75476 0.0 0.0 0.0 0.112
H -4.27610 6.40378 -1.59499 0.0 -0.1 0.0 0.113
H -3.14433 4.91786 -3.22050 0.0 0.0 0.0 0.112
H -2.28919 2.72406 -2.50701 0.0 0.0 0.0 0.113
Br 0.81912 4.57467 2.53404 0.0 -0.1 -0.1 0.740
C 1.08238 3.19601 3.79039 0.0 -0.1 0.1 -0.758
C 0.61765 3.41376 5.08094 0.0 0.0 0.1 -0.126
C 0.78905 2.44144 6.05635 0.0 0.1 0.0 -0.059
C 1.42229 1.24596 5.75365 0.0 -0.1 0.1 -0.064
C 1.88712 1.01580 4.46904 0.0 0.0 0.1 -0.152
C 1.71699 1.99028 3.49971 0.0 0.1 0.0 -0.713
I 2.47036 1.53214 1.60069 -0.1 0.1 -0.2 1.058
H 0.13595 4.35521 5.31728 0.0 -0.1 0.0 0.107
H 0.42683 2.62691 7.06037 0.0 0.0 -0.1 0.117
H 1.55909 0.48650 6.51328 0.0 0.1 0.0 0.117
H 2.38518 0.08548 4.22624 0.0 0.0 0.0 0.098
```
Positions in Å, forces in eV/Å.

Values from the calculation:
DFT total energy = -128822.1919 eV
F_max = 0.295 eV Å⁻¹
total charge = +1
2S+1 = 1
orbital gap = 8.898 eV